Entry 1:
{"formula": "C46H50CaClN6O3S2Te", "method": "wB97M-V/def2-TZVPD", "species": ["Ca", "C", "C", "N", "O", "C", "C", "N", "O", "H", "H", "H", "H", "H", "H", "H", "S", "C", "C", "C", "C", "C", "C", "N", "C", "C", "C", "C", "C", "C", "C", "H", "H", "H", "H", "H", "H", "H", "H", "Cl", "C", "C", "C", "C", "C", "C", "Te", "N", "C", "O", "C", "C", "C", "C", "C", "C", "C", "C", "C", "C", "C", "C", "C", "C", "C", "C", "C", "C", "H", "H", "H", "H", "H", "H", "H", "H", "H", "H", "H", "H", "H", "H", "H", "H", "H", "H", "H", "H", "H", "H", "H", "H", "H", "H", "H", "C", "N", "C", "C", "N", "C", "S", "H", "H", "H", "H", "H", "H", "H", "H"], "xyz": [[0.9844, -0.9282, -2.0760], [-3.8035, 0.2013, -1.4253], [-2.4370, -0.3988, -1.2420], [-1.3832, 0.2382, -1.6114], [-1.6572, 1.4982, -2.1802], [-2.2838, -1.7265, -0.6591], [-3.3953, -2.4642, 0.0231], [-1.1021, -2.2903, -0.7619], [-0.9628, -3.4609, -0.2546], [-3.8352, 0.7658, -2.3549], [-4.0200, 0.8992, -0.6131], [-4.5694, -0.5708, -1.4395], [-0.7372, 1.7583, -2.4081], [-4.2549, -1.8282, 0.2319], [-3.0205, -2.8809, 0.9609], [-3.7256, -3.3248, -0.5703], [0.7841, -5.8037, -1.7473], [-0.1073, -5.4312, -3.1836], [-0.8929, -6.2552, -3.9829], [-1.5113, -5.6998, -5.0900], [-1.3447, -4.3454, -5.4020], [-0.5611, -3.5272, -4.6120], [0.0589, -4.0736, -3.4880], [0.8548, -3.3743, -2.6038], [1.2888, -4.1215, -1.6397], [2.1759, -3.6439, -0.5628], [2.7273, -4.5775, 0.3185], [3.6169, -4.1644, 1.2949], [3.9392, -2.8135, 1.3770], [3.3429, -1.9006, 0.5128], [2.4346, -2.2580, -0.4970], [-1.0244, -7.3026, -3.7401], [-2.1333, -6.3229, -5.7218], [-1.8328, -3.9259, -6.2727], [-0.4067, -2.4838, -4.8571], [2.4646, -5.6295, 0.2500], [4.0532, -4.8827, 1.9804], [4.6529, -2.4764, 2.1236], [3.5966, -0.8500, 0.6386], [2.1583, -0.8070, -4.5376], [1.6384, 0.4745, 8.9360], [1.6547, 0.6485, 7.4400], [2.5564, -0.0400, 6.6445], [2.5735, 0.1046, 5.2582], [3.5815, -0.6876, 4.4679], [1.6566, 0.9674, 4.6388], [1.7349, 1.1630, 2.5032], [1.6301, 1.2108, -0.3879], [1.5299, 2.0174, -1.3818], [0.9635, 1.7044, -2.4936], [2.0653, 3.4171, -1.2123], [3.0266, 3.7211, -0.2541], [3.4725, 5.0260, -0.1033], [2.9580, 6.0367, -0.9048], [2.0006, 5.7349, -1.8645], [1.5608, 4.4284, -2.0204], [-0.3309, 0.7609, 2.2428], [-0.8140, -0.4986, 2.6234], [0.0913, -1.6579, 2.9407], [-2.1912, -0.6961, 2.6767], [-3.0890, 0.2974, 2.3207], [-4.5754, 0.0767, 2.4129], [-2.5812, 1.4983, 1.8467], [-1.2137, 1.7475, 1.7859], [-0.7695, 3.0559, 1.1951], [0.7536, 1.6891, 5.4358], [-0.2396, 2.6569, 4.8541], [0.7651, 1.5113, 6.8163], [2.4071, -0.2292, 9.2568], [0.6726, 0.0960, 9.2782], [1.8159, 1.4236, 9.4473], [3.2665, -0.7177, 7.1089], [4.1534, -1.3441, 5.1256], [4.2855, -0.0372, 3.9438], [3.0966, -1.2940, 3.7018], [3.4197, 2.9258, 0.3657], [4.2245, 5.2544, 0.6423], [3.3038, 7.0565, -0.7832], [1.5968, 6.5194, -2.4938], [0.8279, 4.1728, -2.7744], [0.6395, -1.4982, 3.8722], [0.8177, -1.8061, 2.1377], [-0.4918, -2.5739, 3.0330], [-2.5649, -1.6668, 2.9836], [-4.8000, -0.9068, 2.8262], [-5.0451, 0.1392, 1.4289], [-5.0441, 0.8318, 3.0488], [-3.2653, 2.2731, 1.5117], [-1.5112, 3.8345, 1.3844], [-0.6724, 2.9408, 0.1137], [0.1979, 3.3810, 1.5777], [0.2029, 3.2263, 4.0348], [-0.5908, 3.3497, 5.6209], [-1.1039, 2.1327, 4.4417], [0.0567, 2.0721, 7.4204], [-3.2066, 1.9846, -6.0197], [-1.7940, 1.7760, -6.1764], [-0.8523, 2.6073, -5.4395], [0.4944, 1.9241, -5.7081], [0.1006, 0.6794, -6.3595], [-1.2297, 0.5938, -6.5386], [-2.0480, -0.7371, -7.1521], [-3.4895, 2.9672, -6.4079], [-3.4859, 1.9304, -4.9614], [-3.7340, 1.2080, -6.5686], [-1.1071, 2.6110, -4.3768], [-0.8832, 3.6369, -5.8065], [1.0472, 1.7196, -4.7937], [1.1189, 2.5169, -6.3811], [0.6336, -0.1597, -6.1583]], "lowdin_spin": [0.01, 0.00, 0.00, 0.00, 0.00, 0.00, 0.00, 0.00, 0.00, 0.00, 0.00, 0.00, 0.00, 0.00, 0.00, 0.00, 0.00, 0.00, 0.00, 0.00, 0.00, 0.00, 0.00, 0.00, 0.00, 0.00, 0.00, 0.00, 0.00, 0.00, 0.00, 0.00, 0.00, 0.00, 0.00, 0.00, 0.00, 0.00, 0.00, 0.00, 0.00, 0.00, 0.00, 0.00, 0.00, 0.01, 0.01, 0.78, 0.09, 0.05, 0.03, 0.01, 0.00, 0.00, 0.00, 0.00, 0.00, 0.00, 0.00, 0.00, 0.00, 0.00, 0.00, 0.00, 0.00, 0.00, 0.00, 0.00, 0.00, 0.00, 0.00, 0.00, 0.00, 0.00, 0.00, 0.00, 0.00, 0.00, 0.00, 0.00, 0.00, 0.00, 0.00, 0.00, 0.00, 0.00, 0.00, 0.00, 0.00, 0.00, 0.00, 0.00, 0.00, 0.00, 0.00, 0.00, 0.00, 0.00, 0.00, 0.00, 0.00, 0.00, 0.00, 0.00, 0.00, 0.00, 0.00, 0.00, 0.00, 0.00], "homo_lumo_gap_ev": [5.568, 5.563], "total_charge": -2, "de_lowest_kj_mol": 0.0, "homo_ev": [-1.95, -1.95], "spin_multiplicity": 2, "s_squared": 0.759}

Entry 2:
{"formula": "C46H50HfN16O", "method": "wB97M-V/def2-TZVPD", "species": ["Hf", "C", "C", "N", "C", "C", "N", "C", "C", "C", "C", "C", "N", "C", "C", "N", "C", "C", "N", "C", "C", "C", "N", "C", "C", "H", "H", "H", "H", "H", "H", "H", "H", "H", "H", "H", "H", "C", "N", "C", "C", "N", "C", "C", "N", "C", "C", "N", "C", "N", "C", "C", "C", "N", "C", "H", "H", "H", "H", "H", "H", "H", "H", "H", "H", "H", "H", "H", "H", "H", "H", "H", "H", "H", "H", "H", "H", "H", "H", "C", "C", "N", "C", "C", "C", "C", "C", "C", "C", "C", "N", "C", "N", "H", "H", "H", "H", "H", "H", "H", "H", "H", "O", "N", "C", "C", "C", "C", "C", "H", "H", "H", "H", "H"], "xyz": [[0.5491, -0.1830, -1.5815], [-2.5446, 2.4655, -2.0982], [-1.9150, 1.2631, -2.2464], [-1.5057, 0.5588, -1.0931], [-2.1775, 0.8772, 0.1018], [-2.5687, 2.2338, 0.1985], [-2.8358, 2.9497, -0.8728], [-2.6333, -0.1479, 1.0096], [-3.8883, 0.0683, 1.5923], [-4.6271, -0.9860, 2.1288], [-3.9191, -2.0785, 2.6738], [-2.5533, -2.1346, 2.4368], [-1.9722, -1.4552, 1.2557], [-1.5927, -2.8431, 3.2384], [-1.9661, -3.8375, 4.1424], [-1.0581, -4.6806, 4.6785], [0.2303, -4.4120, 4.4618], [0.5939, -3.3155, 3.7126], [-0.2694, -2.5462, 3.0663], [-6.0585, -0.7701, 2.2261], [-6.7455, 0.0307, 1.2819], [-8.0484, 0.3747, 1.5617], [-8.6797, 0.2170, 2.7060], [-8.1019, -0.6948, 3.5004], [-6.8726, -1.2414, 3.2788], [-2.8780, 3.0874, -2.9405], [-1.6423, 0.8649, -3.2086], [-2.7139, 2.7285, 1.1709], [-4.4535, 1.0015, 1.3992], [-4.3532, -2.8086, 3.3662], [-2.9748, -4.1484, 4.3613], [0.9532, -5.0470, 4.9840], [1.6606, -3.2781, 3.4778], [-6.2280, 0.3645, 0.3532], [-8.7214, 0.7686, 0.8059], [-8.6448, -1.0188, 4.3537], [-6.5070, -2.0453, 3.9518], [4.8218, 1.4715, -1.3087], [4.0297, 1.5312, -0.0978], [4.1686, 2.5791, 0.9056], [3.1895, 2.1137, 2.0061], [2.4949, 0.9828, 1.3987], [1.2919, 0.5674, 2.1021], [2.9903, 0.7090, 0.1821], [2.4314, -0.2578, -0.6391], [3.1597, -1.5500, -0.7592], [2.2109, -2.7386, -0.7512], [0.7677, -2.4263, -0.8646], [0.0051, -3.4960, -0.5968], [0.3707, -4.8079, -0.5545], [1.5101, -5.4734, -1.1534], [-0.6742, -5.7212, -0.0446], [-1.8573, -4.8257, 0.2552], [-1.2754, -3.4709, -0.0252], [-2.1461, -2.3208, 0.0336], [4.2470, 1.0133, -2.1131], [5.7612, 0.8734, -1.1777], [5.1907, 2.4793, -1.6262], [4.0201, 3.5845, 0.4736], [5.2180, 2.6177, 1.1464], [2.4597, 2.8974, 2.3065], [3.6997, 1.9233, 2.9474], [1.4064, 0.6871, 3.2026], [1.1410, -0.5249, 1.9275], [0.3750, 1.1095, 1.7725], [3.9217, -1.5387, 0.0706], [3.7874, -1.5743, -1.6454], [2.4974, -3.2568, 0.1564], [2.4911, -3.4375, -1.5415], [2.2969, -5.5793, -0.3997], [1.9531, -4.9140, -2.0129], [1.1506, -6.4706, -1.4196], [-0.3448, -6.2621, 0.8379], [-0.9261, -6.4782, -0.7803], [-2.2270, -4.8726, 1.2979], [-2.6940, -4.9971, -0.4017], [-3.1911, -2.6553, 0.1186], [-2.1003, -1.6015, -0.8062], [-0.8668, -1.3200, 1.4466], [2.2541, 3.7510, -3.0979], [1.9495, 2.3723, -2.9294], [1.0408, 1.9024, -2.0680], [0.5535, 2.7943, -1.1225], [0.9565, 4.1568, -1.0477], [1.8521, 4.6075, -2.0818], [0.2000, 5.0043, -0.0625], [0.3827, 6.2869, 0.3693], [1.4973, 6.7831, 1.2395], [2.7852, 6.2618, 1.3730], [3.7282, 6.9916, 2.0770], [3.5025, 8.2179, 2.6162], [2.2284, 8.5903, 2.4534], [1.2366, 7.9676, 1.8330], [2.9667, 3.9766, -3.9403], [2.3538, 1.6872, -3.6497], [-0.3129, 2.4550, -0.4871], [2.0881, 5.6666, -2.0915], [-0.6296, 4.4328, 0.4332], [-0.3713, 7.0382, 0.2788], [3.1369, 5.3350, 0.8963], [4.7156, 6.5925, 2.2888], [1.9761, 9.5662, 2.8466], [0.5439, -0.8677, -3.3685], [1.0675, -1.5739, -4.4248], [1.7828, -0.9123, -5.3598], [2.6010, -1.6455, -6.2041], [2.5150, -3.0204, -6.1696], [1.5880, -3.6829, -5.3166], [0.8593, -2.8790, -4.4149], [1.6666, 0.1622, -5.5585], [3.3763, -1.1090, -6.7617], [3.1308, -3.6358, -6.8670], [1.5565, -4.7821, -5.2445], [0.1282, -3.2420, -3.7404]], "lowdin_spin": [0.54, -0.02, 0.04, -0.03, 0.02, -0.01, 0.04, 0.03, -0.03, 0.04, 0.01, 0.05, 0.02, 0.00, 0.01, 0.00, 0.02, 0.00, 0.02, 0.00, 0.01, 0.00, 0.01, 0.00, 0.01, 0.00, 0.00, 0.00, 0.00, 0.00, 0.00, 0.00, 0.00, 0.00, 0.00, 0.00, 0.00, 0.00, 0.00, 0.00, 0.00, 0.00, 0.01, 0.00, 0.01, 0.01, 0.01, 0.03, 0.01, 0.00, 0.00, 0.00, 0.00, 0.00, 0.02, 0.00, 0.00, 0.00, 0.00, 0.00, 0.00, 0.00, 0.00, 0.00, 0.00, 0.00, 0.00, 0.00, 0.00, 0.00, 0.00, 0.00, 0.00, 0.00, 0.00, 0.00, 0.00, 0.01, 0.01, 0.00, 0.01, 0.01, 0.01, 0.00, 0.01, -0.01, 0.01, 0.00, 0.00, 0.00, 0.00, 0.00, 0.00, 0.00, 0.00, 0.00, 0.00, 0.00, 0.00, 0.00, 0.00, 0.00, 0.02, 0.01, 0.00, 0.00, 0.00, 0.00, 0.00, 0.00, 0.00, 0.00, 0.00, 0.00], "homo_lumo_gap_ev": [4.215, 4.757], "total_charge": 3, "homo_ev": [-12.61, -13.12], "spin_multiplicity": 2, "s_squared": 0.823}

| no. | calculated total energy (eV) |
| --- | --- |
| 1 | -123524.8772 |
| 2 | -75677.8622 |